Here is a 18-piece molecular cluster, C57H86N14O23S4 overall at a distorted geometry from OMol25. Energies are from ωB97M-V/def2-TZVPD.

Positions of all 184 atoms, in Å:
O (6.0031, 0.3272, -5.5209)
C (5.7996, -0.7483, -5.0614)
N (6.8573, -1.4581, -4.6042)
C (4.3913, -1.3751, -5.0143)
H (6.6524, -2.4467, -4.5774)
H (7.7869, -1.0828, -4.7274)
H (3.6262, -0.6068, -4.9024)
H (4.2155, -2.1741, -4.2941)
H (4.1937, -1.9070, -5.9449)
O (0.3133, -0.3337, 6.6457)
C (0.0723, -0.2729, 7.8429)
N (-0.8436, 0.6879, 8.2264)
C (0.6907, -1.1374, 8.8504)
H (-1.3417, 0.7224, 9.1043)
H (-1.0276, 1.4124, 7.5472)
H (0.5020, -0.6165, 9.7891)
H (1.7767, -1.1255, 8.7584)
H (0.3151, -2.1569, 8.9376)
O (3.2760, 6.3628, -2.1841)
C (4.1812, 5.8788, -2.8330)
N (4.3218, 4.6109, -3.0626)
C (5.3122, 6.7936, -3.3604)
H (3.7199, 3.9354, -2.6135)
H (4.9882, 4.3955, -3.7903)
H (5.4002, 6.7447, -4.4457)
H (6.2690, 6.4406, -2.9756)
H (5.0866, 7.8120, -3.0440)
O (-2.5674, -3.7859, 1.0108)
C (-2.5643, -3.1643, -0.0341)
N (-3.5168, -2.2664, -0.3820)
C (-1.3635, -3.4761, -0.9120)
H (-4.3060, -2.0424, 0.2072)
H (-3.5968, -1.9378, -1.3337)
H (-0.4974, -2.9379, -0.5266)
H (-1.5647, -3.2413, -1.9572)
H (-1.1023, -4.5344, -0.9079)
O (1.1688, -8.7491, 2.2302)
C (1.0736, -7.7399, 1.4547)
N (2.1367, -7.4191, 0.7207)
C (-0.2211, -6.8322, 1.3781)
H (2.9737, -7.9709, 0.5987)
H (2.0009, -6.6112, 0.1298)
H (0.0637, -5.7954, 1.1990)
H (-0.6859, -6.7125, 2.3567)
H (-0.8540, -7.2868, 0.6160)
O (-0.9002, 2.6517, 5.7167)
C (-1.7951, 2.0460, 5.1463)
N (-1.7852, 0.7729, 5.1980)
C (-2.8482, 2.6996, 4.2005)
H (-2.5135, 0.1607, 4.8591)
H (-1.0900, 0.3510, 5.7970)
H (-3.4686, 3.2766, 4.8864)
H (-3.3408, 1.8918, 3.6594)
H (-2.3467, 3.3238, 3.4610)
O (-4.5327, -1.4556, 4.8504)
C (-4.4806, -2.0964, 3.7617)
N (-3.3054, -2.3408, 3.1876)
C (-5.6971, -2.6835, 3.1826)
H (-2.4990, -2.3399, 3.7956)
H (-3.2604, -3.0761, 2.4966)
H (-5.8697, -3.6792, 3.5911)
H (-5.5811, -2.8026, 2.1054)
H (-6.5155, -2.0153, 3.4506)
N (-3.5764, -1.9308, -3.3062)
C (-4.5703, -2.6701, -3.8060)
C (-4.6976, -2.8176, -5.2164)
C (-3.7907, -2.1643, -6.0679)
C (-2.7109, -1.4518, -5.5302)
C (-2.6291, -1.4135, -4.1053)
H (-5.2416, -3.0501, -3.0502)
H (-5.4435, -3.4670, -5.6503)
H (-3.9749, -2.1842, -7.1319)
H (-2.0765, -0.8998, -6.2078)
H (-1.8934, -0.8177, -3.5854)
N (5.1941, 2.8630, 3.5160)
C (4.7208, 1.5959, 3.2582)
C (3.4110, 1.2334, 3.5438)
C (2.6726, 2.1709, 4.3320)
C (3.1380, 3.4065, 4.6280)
C (4.4793, 3.7580, 4.2639)
H (5.3791, 0.9101, 2.7456)
H (2.9835, 0.2845, 3.2553)
H (1.6616, 1.8733, 4.5678)
H (2.5640, 4.1163, 5.2053)
H (4.9669, 4.6989, 4.4719)
N (0.9093, 5.2760, 2.7718)
C (-0.3784, 5.0616, 2.5283)
C (-0.8855, 4.9705, 1.2237)
C (0.0154, 5.0469, 0.1017)
C (1.3843, 5.1595, 0.4577)
C (1.7977, 5.2077, 1.8112)
H (-0.9884, 5.2215, 3.4050)
H (-1.9317, 4.8970, 0.9658)
H (-0.3473, 5.0480, -0.9156)
H (2.0964, 5.3249, -0.3372)
H (2.8202, 5.4001, 2.1007)
N (-0.5559, -3.0429, 3.9906)
C (-0.1787, -3.0210, 5.3302)
C (0.9913, -3.5348, 5.7976)
C (1.9033, -4.1318, 4.8991)
C (1.5498, -4.1159, 3.5630)
C (0.3438, -3.5674, 3.1681)
H (-0.8532, -2.4755, 5.9735)
H (1.1265, -3.5477, 6.8690)
H (2.8405, -4.4832, 5.3047)
H (2.1905, -4.6961, 2.9155)
H (0.0633, -3.6192, 2.1265)
N (-3.5278, 1.9529, 0.7923)
C (-3.4188, 1.1349, -0.3155)
C (-3.8028, 1.4327, -1.6390)
C (-4.3707, 2.7554, -1.7832)
C (-4.5553, 3.5764, -0.7140)
C (-4.2146, 3.1036, 0.5662)
H (-3.0272, 0.1380, -0.1765)
H (-3.7258, 0.7033, -2.4318)
H (-4.4295, 3.2223, -2.7552)
H (-4.9853, 4.5500, -0.8970)
H (-4.3863, 3.7668, 1.4011)
N (2.3876, 3.0748, -5.8256)
C (2.3313, 1.8488, -5.3353)
C (1.8453, 1.5443, -4.0711)
C (1.1603, 2.5101, -3.3622)
C (1.1859, 3.8395, -3.8497)
C (1.9103, 4.1353, -5.0826)
H (2.8231, 1.0839, -5.9180)
H (1.8721, 0.5040, -3.7824)
H (0.8028, 2.2192, -2.3855)
H (0.7663, 4.6098, -3.2197)
H (1.8871, 5.1792, -5.3585)
N (-7.7258, 1.8194, 3.2276)
C (-6.7661, 0.9074, 3.0544)
C (-6.2826, 0.5094, 1.8357)
C (-6.8091, 1.1150, 0.6770)
C (-7.9061, 1.9858, 0.7585)
C (-8.2317, 2.4619, 2.1112)
H (-6.3277, 0.5031, 3.9548)
H (-5.5653, -0.2970, 1.7966)
H (-6.4082, 0.7989, -0.2747)
H (-8.3795, 2.6141, 0.0185)
H (-9.1146, 2.9958, 2.4303)
C (-0.8388, 1.8107, -6.3422)
C (-1.3581, 3.2417, -6.0779)
O (-2.7034, 3.3516, -6.5545)
S (-3.3196, 1.9167, -7.0256)
O (-4.0324, 2.0909, -8.3000)
O (-3.9740, 1.2696, -5.9251)
O (-1.8203, 1.2925, -7.1814)
H (-0.7674, 1.2022, -5.4407)
H (0.0869, 1.7506, -6.9147)
H (-0.7824, 4.0201, -6.5787)
H (-1.2788, 3.2603, -4.9910)
C (-0.1610, 1.5648, 1.1067)
C (-0.5974, 0.2508, 1.8008)
O (0.1306, -0.7991, 1.1993)
S (0.4948, -0.3863, -0.3846)
O (-0.6377, -0.5802, -1.3063)
O (1.8322, -0.9341, -0.7203)
O (0.5249, 1.2498, -0.0601)
H (0.4490, 2.1488, 1.7959)
H (-1.0104, 2.1936, 0.8396)
H (-1.6474, -0.0417, 1.7999)
H (-0.2436, 0.1815, 2.8295)
C (5.2278, -1.0856, -0.1900)
C (6.2194, -0.9389, -1.3304)
O (5.8563, 0.2523, -1.9710)
S (4.9604, 1.3048, -1.1061)
O (3.7092, 1.4556, -1.8134)
O (5.6641, 2.4944, -0.6766)
O (4.8713, 0.2187, 0.1699)
H (5.4674, -1.6552, 0.7079)
H (4.3154, -1.6277, -0.4383)
H (6.2397, -1.7882, -2.0134)
H (7.2691, -0.9253, -1.0369)
C (3.2477, -6.7483, -2.7523)
C (4.1860, -5.4789, -3.1256)
O (3.8846, -4.7003, -2.0184)
S (2.2923, -4.6653, -1.6659)
O (1.5580, -3.7655, -2.5525)
O (2.0249, -4.5112, -0.2149)
O (2.0723, -6.2119, -2.1760)
H (3.6801, -7.4940, -2.0851)
H (2.8437, -7.1553, -3.6792)
H (4.0253, -4.9731, -4.0777)
H (5.2634, -5.6403, -3.0912)

Forces on the atoms, in the same order (eV/Å):
O -0.45 2.41 -0.88
C -0.54 -0.66 0.15
N -0.70 -1.66 0.64
C 0.27 -0.46 -0.15
H 0.89 -0.02 0.25
H -0.21 -0.23 -0.20
H 0.32 -0.05 0.09
H 0.30 0.28 0.57
H 0.15 0.34 -0.43
O 0.87 -0.48 -0.06
C -1.74 1.35 -1.35
N 0.54 -0.59 0.55
C 0.40 0.36 1.81
H 0.47 -0.10 -0.09
H -0.09 0.12 -0.14
H 0.01 -0.42 0.40
H -0.08 -0.22 -0.40
H -0.06 0.11 -0.37
O -0.80 0.12 0.54
C 0.61 3.26 0.40
N 0.80 -2.14 -0.93
C -0.49 -0.52 -0.04
H 0.09 -0.13 -0.37
H -0.17 -0.81 0.40
H -0.16 0.07 -0.12
H 0.00 0.17 0.21
H 0.17 -0.18 -0.06
O -0.63 -0.38 1.14
C 0.68 -0.78 -0.16
N 0.14 0.04 -0.19
C -0.56 0.40 -1.09
H 0.34 -0.43 0.32
H 0.39 0.02 -0.49
H -0.16 0.02 -0.22
H 0.35 0.43 -0.01
H -0.40 -0.04 0.50
O -0.94 2.73 -2.08
C -0.61 -3.26 3.79
N -0.04 1.68 -1.59
C 1.99 -0.43 0.37
H -0.49 -0.19 0.51
H 0.44 -0.18 0.09
H 0.00 -0.06 -0.87
H -0.14 -0.90 -0.07
H -0.24 0.41 0.16
O 0.26 1.49 0.77
C -0.07 3.13 -1.98
N -0.99 -4.51 -0.04
C 1.06 -0.79 1.09
H -0.25 0.22 -0.08
H 0.42 -0.26 -0.08
H -0.40 0.10 -0.53
H -0.50 0.30 0.14
H 0.01 0.14 0.28
O -0.13 -0.62 -1.87
C 0.68 1.15 3.52
N -0.02 -0.29 -0.17
C -0.64 0.10 -0.60
H 0.33 0.28 -0.10
H 0.16 -0.01 -0.46
H 0.02 0.07 0.16
H -0.28 0.03 -0.11
H -0.18 -0.31 -0.24
N 0.56 -0.13 -0.12
C 0.81 0.73 -1.83
C 0.53 0.01 0.96
C -0.07 -0.03 1.09
C -1.05 -0.62 1.32
C -1.00 0.37 -1.41
H -0.31 -0.32 -0.30
H -0.28 0.15 0.10
H 0.16 -0.09 -0.10
H 0.32 -0.06 0.33
H 0.36 -0.07 -0.05
N -0.05 -0.22 1.21
C -0.80 1.89 0.09
C 0.47 1.52 1.32
C -0.59 -1.99 -1.78
C 2.14 1.61 0.72
C -0.96 -3.17 -1.83
H 0.22 0.19 -0.16
H 0.05 -0.11 0.08
H -0.21 0.23 0.38
H -0.25 -0.06 -0.03
H -0.16 0.10 0.02
N 0.19 -0.85 1.24
C -0.19 1.12 -1.10
C 1.05 -0.04 -1.42
C 0.72 -0.06 3.33
C -0.63 -0.06 -0.58
C -1.01 0.77 -1.67
H -0.47 -0.44 -0.06
H -0.25 -0.07 0.50
H 0.10 0.02 -0.03
H 0.29 -0.18 -0.04
H 0.23 -0.22 -0.20
N 1.29 0.21 2.00
C -1.08 0.50 -2.32
C 0.60 -0.76 -0.10
C -1.17 1.18 0.85
C 1.01 -0.96 0.80
C -0.67 -0.22 -0.22
H -0.17 -0.27 0.13
H 0.39 0.15 0.03
H 0.05 -0.38 -0.34
H -0.05 0.40 -0.64
H -0.12 0.11 -0.20
N -1.39 0.21 -1.99
C -0.39 0.42 -0.31
C -0.95 2.28 2.11
C 1.79 -1.59 -1.22
C -0.21 -0.63 0.94
C 1.23 -0.40 -0.35
H 0.40 0.04 0.48
H 0.15 0.13 -0.08
H -0.59 -0.37 -0.38
H 0.03 0.13 0.37
H 0.05 -0.16 0.39
N -0.25 2.82 0.16
C 0.53 0.46 0.77
C -0.76 -0.45 -1.07
C 0.96 0.87 -0.25
C 1.33 -0.76 -1.03
C -2.07 -3.35 2.17
H -0.08 -0.07 -0.30
H 0.05 0.00 0.47
H -0.45 0.40 0.09
H -0.01 0.32 -0.23
H 0.63 -0.14 -0.77
N -0.13 1.41 -1.63
C -0.17 0.43 0.48
C -0.70 0.53 -1.04
C -0.77 -0.50 0.14
C 0.70 2.11 3.49
C 0.68 -4.19 0.40
H -0.09 -0.25 0.24
H 0.29 0.23 -0.19
H -0.07 0.09 -0.25
H 0.23 -0.64 -0.79
H 0.04 0.79 -0.80
C -0.17 0.58 -0.44
C 0.82 -0.36 0.79
O -0.70 -0.81 -0.13
S 0.34 1.21 -0.89
O 2.11 -0.62 2.87
O 0.30 0.43 -0.71
O -2.35 -1.62 -2.10
H 0.03 0.16 0.11
H 0.03 0.24 0.25
H -0.02 -0.12 0.23
H -0.50 1.10 0.00
C -1.45 0.48 1.51
C -0.08 -0.16 0.95
O 1.26 -0.49 -3.40
S 0.44 0.19 0.18
O 2.29 0.19 1.80
O -3.54 1.51 0.90
O 1.36 -2.29 -1.59
H 0.43 -0.06 -0.24
H -0.12 -0.22 0.09
H -0.19 0.59 -0.28
H -0.24 0.48 0.12
C -1.12 -1.12 0.02
C 0.80 -1.16 0.77
O -0.29 1.53 -0.83
S 0.16 -1.19 0.89
O 1.34 -0.17 0.95
O -0.81 -2.13 -0.64
O -0.29 2.70 -0.43
H 1.11 0.50 0.09
H -0.21 0.17 -0.94
H -0.80 0.26 -0.33
H 0.03 0.64 0.54
C 0.46 0.64 -2.45
C -0.44 -2.13 0.50
O -0.98 2.40 1.96
S -1.79 1.25 0.47
O 1.69 -1.82 1.34
O 1.39 -0.82 -3.58
O -0.21 1.84 1.29
H 0.24 0.24 -0.14
H 0.57 -0.62 0.07
H -0.81 -0.13 0.00
H -0.13 -0.55 0.26

E: -6313.2993 Ha
Orbital gap: 0.3101 Ha
Maximum force: 0.0979 Eh/bohr
E_LUMO: -0.51 eV
Total charge: 0